1.
Below is 2 unconnected molecules or ions with the total composition C3H11NOP at a distorted geometry, with properties calculated with ωB97M-V with the def2-TZVPD basis set.

```
17
Properties=species:S:1:pos:R:3
C 1.2705 -1.1668 2.9225
C -0.0647 1.2685 -2.3913
C -0.0885 0.6753 0.0734
N 0.3737 0.3794 -1.2396
O -1.5005 -1.4537 -0.2054
P -1.6369 0.0438 0.4005
H 0.5142 -0.6060 3.4281
H 2.1893 -1.1880 3.4758
H 1.1431 -1.3429 1.8141
H -0.1124 0.7326 -3.3537
H -1.0193 1.6544 -2.0152
H 0.7224 2.0461 -2.2839
H 0.1252 1.6469 0.4793
H 0.1353 -0.6125 -1.4808
H 1.4342 0.3966 -1.3241
H -2.2013 -1.9936 -0.0752
H -1.2843 -0.4800 1.7754
```

Its net charge is +1. The LUMO energy (spin up / spin down) comes out at -5.480 / -3.740 eV. The calculation puts the HOMO energy (spin up / spin down) at -11.935 / -12.792 eV. As for the largest force on an atom: 4.83 eV/Å. The HOMO-LUMO gap (spin up / spin down) is 0.23720 / 0.33267 hartree.

=====

2.
Below is 2 unconnected molecules or ions with the total composition C3H11NOS at a distorted geometry, with properties calculated with ωB97M-V with the def2-TZVPD basis set.

```
17
Properties=species:S:1:pos:R:3
C -0.4468 -1.6247 -1.3916
C 0.1049 -0.4005 -0.7019
C 1.1961 -0.9492 0.2546
S 1.9701 0.4267 1.2414
N -0.8255 0.5370 -0.0276
H 0.1575 -2.0077 -2.1016
H -1.3424 -1.3523 -2.0280
H -0.6680 -2.3267 -0.6443
H 0.6312 0.3100 -1.4298
H 0.5610 -1.5653 1.0412
H 2.0513 -1.3847 -0.1790
H 1.0429 0.1790 2.2112
H -1.0923 1.2316 -0.7381
H -1.7128 0.2639 0.3519
H -0.7616 3.6316 1.1766
H -0.3787 2.1173 1.2129
O -0.4871 2.9140 1.7522
```

The LUMO energy comes out at 0.766 eV. The calculation puts the HOMO energy at -8.793 eV. As for the largest force on an atom: 4.45 eV/Å. Its SMILES is C[C@@H](N)CS.O. The HOMO-LUMO gap is 0.35131 hartree.

=====

3.
Below is 2 unconnected molecules or ions with the total composition C3H11NOS at a distorted geometry, with properties calculated with ωB97M-V with the def2-TZVPD basis set.

```
17
Properties=species:S:1:pos:R:3
C -2.3096 0.6884 3.1458
S -2.1211 2.4446 2.5747
C -0.7443 2.2321 1.3016
H -2.3519 0.6287 4.2077
H -3.1492 0.1773 2.8693
H -1.3472 0.1376 3.0513
H 0.0686 1.6867 1.9029
H -0.5530 3.2946 0.9326
H -0.8844 1.5434 0.5233
N 1.3811 -2.5360 -3.9342
C 2.8491 -2.5769 -3.4755
O 2.8868 -2.2439 -2.0611
H 0.9745 -2.0259 -3.0895
H 0.9805 -3.4670 -3.8904
H 3.4616 -1.8605 -3.9982
H 3.1843 -3.4954 -3.7868
H 2.0211 -2.0913 -1.7207
```

The LUMO energy comes out at 0.539 eV. The calculation puts the HOMO energy at -8.638 eV. As for the largest force on an atom: 4.22 eV/Å. Its SMILES is CSC.NCO. The HOMO-LUMO gap is 0.33725 hartree.

=====

4.
Below is 2 unconnected molecules or ions with the total composition C3H11NOS at a distorted geometry, with properties calculated with ωB97M-V with the def2-TZVPD basis set.

```
17
Properties=species:S:1:pos:R:3
C 0.1808 -1.4223 -0.0091
C -0.5511 -0.5243 -1.0388
C -0.6872 0.8943 -0.5798
S -1.2583 2.0210 -1.9500
N -1.8374 -1.0949 -1.4344
H 0.3850 -0.8950 0.9263
H 1.1114 -1.8421 -0.3938
H -0.4664 -2.2539 0.3038
H 0.1137 -0.5277 -1.9015
H -1.4553 0.9686 0.1895
H 0.2306 1.3564 -0.2151
H -0.5839 3.0745 -1.4882
H -2.5457 -0.3783 -1.5407
H -1.7730 -1.5775 -2.3226
H 2.6797 1.0557 4.4329
H 3.5138 0.7898 3.1915
O 2.9433 0.3556 3.8299
```

The LUMO energy comes out at 0.662 eV. The calculation puts the HOMO energy at -9.093 eV. As for the largest force on an atom: 1.43 eV/Å. Its SMILES is C[C@@H](N)CS.O. The HOMO-LUMO gap is 0.35851 hartree.

=====

5.
Below is 2 unconnected molecules or ions with the total composition C3H11NOS at a distorted geometry, with properties calculated with ωB97M-V with the def2-TZVPD basis set.

```
17
Properties=species:S:1:pos:R:3
C -1.5822 0.1876 -0.1420
C -0.4277 -0.5925 -0.8818
C 0.7198 -1.0310 0.0016
S 0.6576 -2.5588 0.9001
N -1.1132 1.5019 0.2242
H -1.9548 -0.4495 0.6700
H -2.3742 0.2648 -0.8880
H -1.0406 -1.4362 -1.2081
H -0.1189 0.0911 -1.6640
H 0.9692 -0.2734 0.7634
H 1.6543 -0.9374 -0.5511
H -0.6125 -2.9271 0.8528
H -1.7397 2.0995 0.7476
H -0.1989 1.5311 0.6306
H 2.1700 1.7856 0.8837
H 2.6969 0.9472 -0.2777
O 2.2950 1.7971 -0.0612
```

The LUMO energy comes out at 0.620 eV. The calculation puts the HOMO energy at -8.895 eV. As for the largest force on an atom: 2.60 eV/Å. Its SMILES is NCCCS.O. The HOMO-LUMO gap is 0.34970 hartree.

=====

6.
Below is 2 unconnected molecules or ions with the total composition C3H11NOS at a distorted geometry, with properties calculated with ωB97M-V with the def2-TZVPD basis set.

```
17
Properties=species:S:1:pos:R:3
C -1.1344 1.2214 -0.1295
C 0.0545 0.4080 0.3731
C 1.2669 0.4430 -0.5763
S 2.8138 0.0074 0.2721
N -2.3159 0.8613 0.6415
H -0.9251 2.2788 0.0390
H -1.2265 1.1144 -1.2126
H -0.2470 -0.6372 0.4506
H 0.2924 0.7210 1.3700
H 1.0978 -0.1816 -1.4454
H 1.3981 1.4682 -0.9257
H 2.8300 -1.2969 -0.0269
H -3.0946 1.4852 0.4727
H -2.6353 -0.0449 0.3093
H -3.4340 -2.4263 -1.0540
H -2.0598 -1.8355 -1.1433
O -2.5944 -2.3983 -0.5656
```

The LUMO energy comes out at 0.512 eV. The calculation puts the HOMO energy at -8.947 eV. As for the largest force on an atom: 1.19 eV/Å. Its SMILES is NCCCS.O. The HOMO-LUMO gap is 0.34764 hartree.

=====

7.
Below is 2 unconnected molecules or ions with the total composition C3H11NSi at a distorted geometry, with properties calculated with ωB97M-V with the def2-TZVPD basis set.

```
16
Properties=species:S:1:pos:R:3
C 0.9775 -0.1570 1.2339
C 1.6663 0.4425 -1.1480
C 0.8640 -0.4450 -0.2283
N -2.2751 -0.8345 0.3692
Si -1.9257 0.7227 -0.2316
H 1.8356 -0.5785 1.7647
H 1.0962 0.8994 1.3614
H 0.1029 -0.6506 1.8141
H 1.8249 1.4297 -0.7335
H 1.0359 0.7403 -2.0761
H 2.4846 -0.1841 -1.7399
H 0.7266 -1.4971 -0.5179
H -2.5051 -1.5937 -0.2694
H -1.5945 -1.1354 1.1016
H -1.6255 1.7913 0.7740
H -2.6884 1.0499 -1.4743
```

The LUMO energy (spin up / spin down) comes out at 0.461 / 0.608 eV. The calculation puts the HOMO energy (spin up / spin down) at -7.099 / -6.165 eV. As for the largest force on an atom: 4.00 eV/Å. The HOMO-LUMO gap (spin up / spin down) is 0.27783 / 0.24889 hartree.

=====

8.
Below is 2 unconnected molecules or ions with the total composition C3H11O at a distorted geometry, with properties calculated with ωB97M-V with the def2-TZVPD basis set.

```
15
Properties=species:S:1:pos:R:3
O -1.9983 0.4430 -0.7007
H -1.2121 0.8532 -1.1186
H -2.1466 0.4151 0.2825
H -2.7161 0.8050 -1.2627
C 0.3647 0.6792 1.0897
C 0.5274 -0.7608 0.4844
C 1.6019 -0.6421 -0.6530
H 0.7053 1.4789 0.3746
H -0.6701 1.0188 1.2518
H 0.8333 0.8554 2.0881
H 0.8570 -1.4487 1.2653
H -0.3013 -1.3509 0.0704
H 2.2915 0.1804 -0.3988
H 1.1904 -0.3571 -1.6268
H 2.2930 -1.4825 -0.7531
```

Its net charge is +1. The LUMO energy comes out at -5.142 eV. The calculation puts the HOMO energy at -15.486 eV. As for the largest force on an atom: 1.75 eV/Å. The HOMO-LUMO gap is 0.38013 hartree.

=====

What is the formula in the eighth record?
C3H11O